No. 1
Density functional theory data (wB97M-V/def2-TZVPD) for the molecule C4H2O2.

Summary:
lowest unoccupied orbital energy = -0.972 eV
F_max = 0.58 eV/Å
net charge = 0
energy above the lowest of the compared OMol25 structures with the same formula, charge and spin = 32.2 kJ/mol
2S+1 = 1

Each line ends with the Mulliken charge.
Atoms and positions in Å:
O1 -2.8784 0.3085 0.4150  -0.40
C1 -2.0048 -0.4551 0.0828  -0.37
C2 -0.6033 -0.0759 -0.0474  0.49
C3 0.5742 0.1718 -0.1583  0.48
C4 2.0027 0.4427 -0.2704  -0.35
O2 2.8312 -0.2333 0.2885  -0.39
H1 -2.2057 -1.5155 -0.1458  0.28
H2 2.2770 1.3089 -0.8976  0.27

No. 2
Density functional theory data (wB97M-V/def2-TZVPD) for a structure of composition C4H2O2Sm in a non-equilibrium geometry.

Summary:
lowest unoccupied orbital energy (alpha / beta) = -9.715 / -9.523 eV
F_max = 2.36 eV/Å
net charge = +2
energy above the lowest of the compared OMol25 structures with the same formula, charge and spin = 30.5 kJ/mol
2S+1 = 7
<S²> = 12.01

Each line ends with the Mulliken charge.
Atoms and positions in Å:
O1 0.1184 -2.7688 1.1982  -0.40
C1 1.2911 -2.6120 1.4074  0.30
H1 1.7232 -2.7946 2.4094  0.34
C2 2.1245 -1.6268 0.6087  -0.28
C3 1.8008 -0.4966 0.1715  -0.25
H2 3.1824 -0.9069 0.8256  0.38
C4 -1.0366 3.7594 0.1826  0.19
O2 -1.1667 2.6457 0.0003  -0.15
Sm1 -1.2404 0.2006 -0.6694  1.88

No. 3
Density functional theory data (wB97M-V/def2-TZVPD) for a structure of composition C4H2O2Zn in a non-equilibrium geometry.

Summary:
lowest unoccupied orbital energy (alpha / beta) = -5.927 / -6.021 eV
F_max = 5.31 eV/Å
net charge = +1
energy above the lowest of the compared OMol25 structures with the same formula, charge and spin = 18.2 kJ/mol
2S+1 = 2
<S²> = 0.75

Each line ends with the Mulliken charge.
Atoms and positions in Å:
H1 -2.1789 -1.2973 -0.5573  0.25
O1 -2.5584 1.5377 -0.0439  -0.11
C1 -2.0976 0.4977 -0.1042  0.60
C2 -1.2995 -0.5255 -0.6344  -0.38
C3 -0.0516 -0.5388 -0.2069  0.17
C4 1.1205 -0.2012 0.3768  0.21
O2 2.0853 0.3948 -0.1943  -0.45
Zn1 3.8006 0.6034 -0.0839  0.38
H2 1.1796 -0.4709 1.4479  0.32

No. 4
Density functional theory data (wB97M-V/def2-TZVPD) for a structure of composition C4H2O5Sr in a non-equilibrium geometry.

Summary:
lowest unoccupied orbital energy (alpha / beta) = -8.986 / -8.986 eV
F_max = 6.60 eV/Å
net charge = +2
energy above the lowest of the compared OMol25 structures with the same formula, charge and spin = 362.8 kJ/mol
2S+1 = 1

Each line ends with the Mulliken charge.
Atoms and positions in Å:
C1 5.5645 -0.6453 0.0070  0.51
O1 6.6227 -1.0591 -0.1064  -0.16
O2 4.4532 -0.2894 0.0854  -0.49
O3 -0.0594 1.2430 -0.4312  -0.56
C2 -1.2537 0.9996 -0.4179  0.15
O4 -1.7012 -0.1053 0.1209  -0.32
Sr1 2.2455 0.6913 0.1299  2.19
H1 -2.0047 1.7222 -0.7729  0.44
O5 -3.3348 -1.8922 -0.4803  -0.30
C3 -3.1054 -0.7425 -0.3175  0.78
C4 -3.5903 0.1943 0.5800  -0.50
H2 -3.8365 -0.1166 1.6030  0.27

No. 5
Density functional theory data (wB97M-V/def2-TZVPD) for the molecule C4H2OS in a non-equilibrium geometry.

Summary:
lowest unoccupied orbital energy = -0.437 eV
F_max = 5.58 eV/Å
net charge = 0
energy above the lowest of the compared OMol25 structures with the same formula, charge and spin = 277.3 kJ/mol
2S+1 = 1

Each line ends with the Mulliken charge.
Atoms and positions in Å:
C1 -0.4547 0.7795 -0.3494  -0.35
C2 0.6024 1.5092 -0.0920  0.47
C3 0.3864 -0.3588 -0.0148  0.42
C4 -1.0241 -0.4453 0.2007  -0.27
O1 1.7618 1.3441 -0.0652  -0.34
S1 1.7316 -1.0835 -0.2518  -0.39
H1 -1.4901 -0.6643 1.0814  0.28
H2 -1.5133 -1.0809 -0.5089  0.18

No. 6
Density functional theory data (wB97M-V/def2-TZVPD) for the molecule C4H2OS in a non-equilibrium geometry.

Summary:
lowest unoccupied orbital energy = -0.695 eV
F_max = 1.30 eV/Å
net charge = 0
energy above the lowest of the compared OMol25 structures with the same formula, charge and spin = 412.4 kJ/mol
2S+1 = 1

Each line ends with the Mulliken charge.
Atoms and positions in Å:
C1 0.3831 1.9236 -0.3808  -0.42
C2 -0.8178 -0.4329 0.0446  -0.28
C3 1.6723 -1.3994 0.5285  -0.22
C4 0.3165 -1.0094 0.3455  0.49
O1 0.7361 -2.1819 1.0001  -0.19
S1 -0.9123 1.0859 -0.9016  0.03
H1 0.4010 2.8824 -0.9069  0.23
H2 -1.7789 -0.8681 0.2706  0.35

No. 7
Density functional theory data (wB97M-V/def2-TZVPD) for a structure of composition C4H2OSm in a non-equilibrium geometry.

Summary:
lowest unoccupied orbital energy (alpha / beta) = -10.048 / -10.024 eV
F_max = 1.50 eV/Å
net charge = +2
energy above the lowest of the compared OMol25 structures with the same formula, charge and spin = 0.0 kJ/mol
2S+1 = 7
<S²> = 12.01

Each line ends with the Mulliken charge.
Atoms and positions in Å:
C1 -2.5944 0.9068 -0.0110  -0.28
C2 0.0248 0.8285 0.0087  0.41
C3 -1.2248 0.8437 0.0129  -0.60
C4 3.8535 -3.0120 -0.0510  0.17
O1 3.5912 -1.9082 -0.0083  -0.14
Sm1 2.6551 0.4752 0.0739  1.86
H1 -3.1086 1.8678 -0.0697  0.29
H2 -3.1968 -0.0018 0.0445  0.29

No. 8
Density functional theory data (wB97M-V/def2-TZVPD) for a structure of composition C4H2OY in a non-equilibrium geometry.

Summary:
lowest unoccupied orbital energy (alpha / beta) = -10.166 / -10.269 eV
F_max = 3.00 eV/Å
net charge = +2
energy above the lowest of the compared OMol25 structures with the same formula, charge and spin = 0.0 kJ/mol
2S+1 = 2
<S²> = 0.79

Each line ends with the Mulliken charge.
Atoms and positions in Å:
C1 0.4424 0.2430 -1.7501  -0.45
C2 0.2348 -1.3167 0.2975  0.14
C3 0.2238 -0.3050 -0.5023  -0.18
C4 -0.8009 1.4095 1.4649  0.37
O1 -0.8859 0.6861 2.3664  -0.25
Y1 -0.4047 -1.6639 2.6138  1.79
H1 0.7177 -0.3782 -2.6036  0.31
H2 0.4729 1.3251 -1.8867  0.27